The molecule C18H18N2O4 at a distorted geometry. Source: the OMol25 dataset; level of theory: wB97M-V/def2-TZVPD.

Atoms and positions in Å:
O (-2.38, 0.69, 1.87)
O (-3.46, 0.52, -1.77)
O (6.89, 0.41, -0.60)
O (6.30, -1.76, -0.11)
N (5.96, -0.54, 0.00)
N (-2.15, 2.25, 0.10)
C (4.38, 1.29, -0.01)
C (0.70, 1.28, 0.23)
C (-4.70, -1.90, 0.84)
C (4.78, -0.01, -0.10)
C (-3.72, -2.75, 0.92)
C (-0.30, 0.73, 0.93)
C (-4.09, 1.77, -1.47)
C (1.99, 0.75, 0.36)
C (-1.80, 1.27, 0.95)
C (-2.58, -2.54, 0.00)
C (-3.45, 2.33, -0.09)
C (3.61, -1.09, 0.26)
C (-1.47, -1.43, -1.74)
C (2.39, -0.75, 0.37)
C (3.06, 1.68, -0.09)
C (-4.70, -0.72, 0.20)
C (-2.48, -1.56, -0.84)
C (-3.69, -0.66, -0.59)
H (2.78, 2.83, 0.09)
H (-4.03, 1.95, 0.68)
H (-3.79, 2.24, -2.26)
H (-3.83, -3.55, 1.88)
H (-3.60, 3.50, -0.09)
H (-2.04, -1.16, -2.73)
H (-5.51, -1.78, 1.53)
H (1.59, -1.13, 0.43)
H (-1.04, -2.26, -1.58)
H (-5.36, 0.33, 0.24)
H (-0.17, -0.38, 1.40)
H (3.89, -2.27, 0.24)
H (-2.01, -3.36, -0.01)
H (-0.81, -0.65, -1.43)
H (5.22, 2.04, -0.24)
H (-1.51, 2.25, -0.80)
H (-5.16, 1.61, -1.33)
H (0.49, 2.28, 0.13)

As for the LUMO energy: -2.3 eV. For the relative energy (zero: lowest compared OMol25 entry of this formula, charge and spin), the calculation gives 1793.0 kJ/mol. Its SMILES is Cc1ccccc1OCCNC(=O)/C=C/c1ccc([N+](=O)[O-])cc1. Its net charge is 0. The frontier orbital gap comes out at 6.610 eV.

Atom charges from the natural (NBO) analysis, given in e for atoms 1 to 5: O -0.596; O -0.605; O -0.472; O -0.319; N 0.392